<a>
Formula: C5H8N2
Source: OMol25
Level of theory: wB97M-V/def2-TZVPD

Structure (XYZ):
```
15
Properties=species:S:1:pos:R:3:lowdin_charge:R:1
C 1.29 -1.02 -0.01 -0.004
C 0.13 1.31 0.10 0.075
C -1.99 0.19 -0.12 0.029
C -2.50 -0.96 0.10 0.235
C 2.36 0.03 -0.02 0.060
N -1.25 1.19 -0.04 0.178
N 0.95 0.34 0.14 -0.007
H 1.12 -1.51 -1.01 0.179
H 0.64 2.31 0.19 0.217
H -2.96 -1.45 0.96 0.155
H -2.76 -1.37 -0.86 0.136
H 2.96 0.08 0.90 0.167
H 2.57 0.29 -1.05 0.156
H 1.27 -1.48 1.00 0.167
H -1.85 2.05 -0.28 0.255
```

Kohn-Sham gap	10.517	eV
molar mass	96.13	g/mol
total charge	+2

=====

<b>
Formula: C5H8N2
Source: OMol25
Level of theory: wB97M-V/def2-TZVPD

Structure (XYZ):
```
15
Properties=species:S:1:pos:R:3:lowdin_charge:R:1
C 0.07 -1.27 0.67 0.089
C 0.98 -0.97 -1.35 0.278
C -0.32 0.06 0.48 -0.206
C 0.53 1.68 -1.06 0.295
C -1.21 0.73 1.43 0.047
N 0.75 -1.80 -0.42 0.160
N 0.33 0.51 -0.63 0.064
H -0.02 -1.97 1.41 0.139
H 1.37 -0.81 -2.33 0.166
H -0.02 2.49 -0.67 0.143
H 1.01 1.77 -2.05 0.167
H -1.75 -0.21 1.75 0.136
H -1.72 1.51 0.84 0.119
H -0.97 1.12 2.43 0.131
H 0.97 -2.85 -0.50 0.271
```

Kohn-Sham gap	7.652	eV
molar mass	96.13	g/mol
total charge	+2

=====

Stability summary - winner: <b>; margin: 40.9 kJ/mol.

=====

<a>
Formula: C3H8NO2
Source: OMol25
Level of theory: wB97M-V/def2-TZVPD

Structure (XYZ):
```
14
Properties=species:S:1:pos:R:3:lowdin_charge:R:1
C 0.74 -1.24 -0.12 -0.073
C -1.88 0.97 0.35 -0.067
C 1.61 -0.22 0.55 -0.626
N 1.94 0.76 -0.35 -0.188
O 2.88 1.76 -0.20 -0.351
O 1.99 -0.32 1.71 -0.046
H 0.88 -2.20 0.37 0.064
H 1.21 -1.38 -1.13 0.075
H -0.37 -1.07 -0.26 0.058
H -2.50 0.14 0.68 0.009
H -0.90 0.93 0.83 0.017
H -1.49 1.01 -0.68 0.021
H 1.47 0.50 -1.22 0.092
H -2.65 1.76 0.37 0.014
```

Kohn-Sham gap	5.828	eV
molar mass	90.10	g/mol
total charge	-1

=====

<b>
Formula: C3H8NO2
Source: OMol25
Level of theory: wB97M-V/def2-TZVPD

Structure (XYZ):
```
14
Properties=species:S:1:pos:R:3:lowdin_charge:R:1
C 0.15 0.21 0.94 -0.246
C 1.19 0.26 -0.21 -0.291
O 2.52 0.72 0.09 -0.114
N -1.23 0.26 0.40 -0.085
C -1.40 -0.49 -0.87 -0.613
O -1.08 0.07 -2.05 -0.340
H 0.31 1.16 1.54 0.106
H 0.42 -0.64 1.61 0.084
H 1.24 -0.63 -0.85 0.103
H 0.70 0.95 -0.94 0.105
H 2.79 0.19 0.88 0.078
H -1.99 0.14 1.06 0.070
H -1.06 -1.55 -0.76 0.072
H -2.55 -0.66 -0.85 0.072
```

Kohn-Sham gap	5.951	eV
molar mass	90.10	g/mol
total charge	-1

=====

Stability summary - winner: <b>; margin: 26.1 kJ/mol.

=====

<a>
Formula: ClH7N2Si2
Source: OMol25
Level of theory: wB97M-V/def2-TZVPD

Structure (XYZ):
```
12
Properties=species:S:1:pos:R:3:lowdin_charge:R:1
N 1.60 0.77 -0.97 -0.226
N 2.97 -1.36 0.15 -0.236
Si -3.17 0.42 0.62 0.136
Si 2.01 0.05 0.55 0.443
Cl -1.99 1.92 0.01 0.206
H 0.89 1.47 -0.83 -0.069
H 1.73 0.35 -1.95 0.060
H 3.41 -1.55 -0.75 0.007
H 3.19 -2.10 0.86 0.015
H -4.69 0.71 0.30 -0.066
H -2.92 0.14 1.98 -0.124
H -3.02 -0.81 0.02 -0.146
```

Kohn-Sham gap	9.270	eV
molar mass	126.69	g/mol

=====

<b>
Formula: ClH7N2Si2
Source: OMol25
Level of theory: wB97M-V/def2-TZVPD

Structure (XYZ):
```
12
Properties=species:S:1:pos:R:3:lowdin_charge:R:1
N 1.78 0.60 1.38 -0.129
N -1.04 1.72 -0.42 -0.139
Si -0.81 -1.61 -0.43 0.423
Si 0.17 0.49 -0.43 0.049
Cl 1.47 0.83 -2.05 0.200
H 1.29 0.10 2.10 -0.088
H 2.47 -0.09 1.06 -0.069
H -1.70 1.78 0.30 0.003
H -0.78 2.66 -0.61 0.017
H 0.37 -2.41 -0.96 -0.111
H -2.26 -1.99 -1.09 -0.075
H -0.95 -2.08 1.13 -0.081
```

Kohn-Sham gap	9.118	eV
molar mass	126.69	g/mol

=====

Stability summary - winner: <a>; margin: 98.5 kJ/mol.

=====

<a>
Formula: C3H6NO3
Source: OMol25
Level of theory: wB97M-V/def2-TZVPD

Structure (XYZ):
```
13
Properties=species:S:1:pos:R:3:lowdin_charge:R:1
O 0.21 2.34 0.29 -0.105
C 0.87 1.93 1.25 -0.626
O 1.13 0.73 1.55 -0.149
H 1.22 2.69 1.98 0.087
C -1.06 -1.48 -0.04 -0.411
N 0.09 -0.87 -0.33 -0.027
C 0.47 -0.67 -1.71 -0.094
O -1.81 -2.03 -0.85 -0.070
H -1.32 -1.44 1.02 0.121
H 0.47 -0.22 0.42 0.060
H 0.01 -1.45 -2.31 0.062
H 1.55 -0.68 -1.77 0.073
H 0.10 0.29 -2.07 0.079
```

Kohn-Sham gap	8.990	eV
molar mass	104.08	g/mol
total charge	-1

=====

<b>
Formula: C3H6NO3
Source: OMol25
Level of theory: wB97M-V/def2-TZVPD

Structure (XYZ):
```
13
Properties=species:S:1:pos:R:3:lowdin_charge:R:1
O 0.98 2.31 1.07 -0.117
C 0.73 1.06 1.14 -0.726
O 1.37 0.38 1.93 -0.058
C -0.34 0.38 0.26 -0.289
C 0.10 -1.06 0.08 -0.204
O -1.15 -1.65 -0.42 -0.097
N -0.43 1.05 -1.08 0.021
H -1.39 0.40 0.66 0.141
H 0.49 -1.51 1.02 0.112
H 0.88 -1.25 -0.60 0.098
H -1.01 -2.38 -0.98 0.036
H -0.42 0.42 -1.86 0.027
H 0.19 1.85 -1.21 0.058
```

Kohn-Sham gap	7.182	eV
molar mass	104.08	g/mol
total charge	-1

=====

Stability summary - winner: <a>; margin: 147.0 kJ/mol.

=====

<a>
Formula: C22H32N2O3
Source: OMol25
Level of theory: wB97M-V/def2-TZVPD

Structure (XYZ):
```
59
Properties=species:S:1:pos:R:3:lowdin_charge:R:1
C -0.37 -1.45 -0.88 -0.030
N -0.83 -0.40 0.00 -0.093
C -0.03 0.58 0.50 -0.432
O -0.47 1.45 1.22 0.061
C 1.44 0.53 0.08 -0.186
H 1.77 -0.50 0.00 0.105
C 2.27 1.23 1.16 -0.097
N 3.57 1.63 0.68 -0.046
C 3.67 2.35 -0.46 -0.468
O 4.73 2.73 -0.92 0.060
C 2.32 2.59 -1.12 -0.072
H 2.48 3.06 -2.08 0.124
C 1.60 1.25 -1.28 -0.119
H 2.18 0.62 -1.96 0.112
H 0.62 1.42 -1.74 0.120
H 1.73 3.26 -0.49 0.131
C 4.78 1.25 1.38 -0.131
H 4.51 0.94 2.39 0.120
H 5.43 2.12 1.43 0.127
C 5.54 0.12 0.66 -0.118
C 4.64 -1.05 0.37 -0.234
C 4.23 -1.32 -0.93 -0.048
C 3.38 -2.38 -1.20 -0.093
C 2.92 -3.18 -0.17 -0.115
C 3.32 -2.92 1.13 -0.081
C 4.18 -1.86 1.39 -0.045
H 4.49 -1.67 2.41 0.116
H 2.97 -3.55 1.93 0.103
H 2.26 -4.01 -0.38 0.102
H 3.08 -2.58 -2.22 0.106
H 4.59 -0.69 -1.74 0.118
H 5.93 0.52 -0.27 0.110
H 6.37 -0.19 1.29 0.121
H 2.40 0.56 2.01 0.133
H 1.71 2.11 1.51 0.129
C -2.24 -0.36 0.32 -0.155
C -3.04 0.30 -0.80 -0.136
C -4.56 0.37 -0.57 -0.335
C -5.22 -1.00 -0.50 -0.140
H -5.03 -1.58 -1.41 0.121
C -6.73 -0.82 -0.32 -0.216
O -7.04 -0.08 0.84 -0.133
C -6.46 1.21 0.81 -0.211
C -4.94 1.15 0.70 -0.135
H -4.53 2.16 0.67 0.126
H -4.55 0.64 1.58 0.120
H -6.77 1.69 1.74 0.124
H -6.87 1.78 -0.04 0.126
H -7.23 -1.78 -0.19 0.124
H -7.15 -0.32 -1.20 0.126
H -4.84 -1.56 0.36 0.117
H -4.99 0.90 -1.43 0.144
H -2.86 -0.24 -1.74 0.113
H -2.66 1.32 -0.92 0.122
H -2.58 -1.38 0.50 0.123
H -2.34 0.22 1.24 0.116
H 0.14 -1.05 -1.75 0.091
H 0.30 -2.14 -0.36 0.081
H -1.24 -2.01 -1.22 0.093
```

Kohn-Sham gap	9.525	eV
molar mass	372.51	g/mol

=====

<b>
Formula: C22H32N2O3
Source: OMol25
Level of theory: wB97M-V/def2-TZVPD

Structure (XYZ):
```
59
Properties=species:S:1:pos:R:3:lowdin_charge:R:1
O 0.74 -2.90 -2.26 0.047
C 0.23 -2.24 -1.38 -0.450
N 0.77 -1.06 -0.98 -0.036
C 0.27 -0.26 0.12 -0.102
C -1.22 -0.49 0.37 -0.200
C -1.62 0.24 1.64 -0.423
O -0.88 0.29 2.61 0.057
N -2.85 0.81 1.67 -0.056
C -3.81 0.74 0.59 -0.101
C -3.42 1.55 -0.62 -0.224
C -3.88 1.19 -1.88 -0.047
C -3.53 1.93 -2.99 -0.078
C -2.72 3.04 -2.86 -0.088
C -2.25 3.41 -1.61 -0.075
C -2.61 2.67 -0.49 -0.035
H -2.24 2.96 0.48 0.116
H -1.62 4.28 -1.50 0.104
H -2.44 3.62 -3.73 0.102
H -3.90 1.64 -3.97 0.104
H -4.51 0.32 -1.98 0.114
H -3.98 -0.31 0.30 0.131
H -4.76 1.12 0.98 0.137
C -3.27 1.44 2.91 -0.132
H -3.90 2.30 2.70 0.129
H -2.36 1.76 3.43 0.126
C -4.02 0.44 3.81 -0.242
O -3.33 -0.77 3.96 -0.055
H -2.39 -0.57 4.09 0.079
H -4.20 0.92 4.79 0.119
H -4.99 0.18 3.37 0.117
H -1.78 -0.14 -0.49 0.133
C -1.42 -1.99 0.57 -0.126
C -1.07 -2.69 -0.73 -0.076
H -1.00 -3.77 -0.59 0.125
H -1.85 -2.52 -1.48 0.129
H -0.77 -2.33 1.38 0.133
H -2.45 -2.21 0.85 0.121
H 0.44 0.80 -0.13 0.139
H 0.82 -0.48 1.04 0.130
C 1.99 -0.62 -1.61 -0.113
H 2.05 -1.15 -2.56 0.118
C 3.26 -0.92 -0.78 -0.300
C 4.41 -1.31 -1.71 -0.172
C 5.67 -1.64 -0.91 -0.204
C 6.08 -0.45 -0.04 -0.213
C 4.94 -0.05 0.88 -0.203
C 3.68 0.28 0.08 -0.174
H 3.89 1.13 -0.57 0.122
H 2.88 0.56 0.76 0.103
H 5.23 0.81 1.49 0.108
H 4.72 -0.88 1.57 0.115
H 6.97 -0.70 0.54 0.106
H 6.34 0.40 -0.69 0.112
H 6.48 -1.90 -1.59 0.107
H 5.48 -2.50 -0.27 0.115
H 4.62 -0.48 -2.39 0.124
H 4.12 -2.18 -2.30 0.118
H 3.04 -1.77 -0.13 0.154
H 1.91 0.45 -1.81 0.131
```

Kohn-Sham gap	9.500	eV
molar mass	372.51	g/mol

=====

<c>
Formula: C22H32N2O3
Source: OMol25
Level of theory: wB97M-V/def2-TZVPD

Structure (XYZ):
```
59
Properties=species:S:1:pos:R:3:lowdin_charge:R:1
C 3.61 2.02 0.33 -0.038
H 3.28 2.39 -0.77 0.141
O 3.51 0.55 0.31 -0.184
C 4.64 -0.03 -0.35 -0.098
C 5.58 0.72 -1.36 0.095
C 6.62 -0.14 -1.80 -0.032
C 6.76 -1.46 -1.45 -0.058
C 5.77 -2.20 -0.85 -0.039
C 4.83 -1.48 -0.17 -0.143
C 3.81 -2.09 0.86 -0.057
H 4.37 -3.21 1.32 0.208
H 3.63 -1.57 1.57 -0.015
C 2.58 -2.45 0.04 -0.278
N 1.62 -1.62 -0.04 -0.010
C 0.39 -1.54 0.24 -0.335
O -0.07 -2.52 0.96 -0.028
C -0.32 -0.03 0.31 -0.240
C -1.77 -0.32 0.36 -0.159
N -2.66 0.80 0.33 -0.089
C -1.99 1.98 1.01 -0.281
O -2.64 3.04 0.92 -0.016
C -0.44 1.93 1.42 -0.083
C 0.06 0.55 1.51 -0.206
H -0.25 0.14 2.54 0.194
H 1.12 0.58 1.31 0.105
H -0.54 2.64 2.16 0.072
H -0.01 2.76 0.46 0.220
C -4.01 0.72 0.00 -0.348
C -4.63 -0.12 0.99 -0.116
C -6.25 0.15 0.97 -0.089
C -6.91 0.03 -0.53 -0.103
H -6.56 -0.72 -1.19 0.101
C -6.61 1.39 -1.24 -0.180
H -6.46 2.37 -0.57 0.148
H -7.36 1.71 -1.93 0.090
C -5.37 1.18 -2.06 -0.263
C -4.16 0.60 -1.65 -0.124
H -4.26 -0.49 -1.37 0.110
H -3.20 0.85 -1.98 0.107
H -4.88 2.26 -2.20 0.173
H -5.57 1.01 -2.91 0.002
H -7.83 -0.01 -0.10 0.058
H -6.32 1.07 1.43 0.086
H -6.61 -0.57 1.51 0.026
H -4.43 -1.23 0.44 0.189
H -4.49 0.01 1.90 0.033
H -4.36 2.00 0.30 0.224
H -2.25 -0.70 -0.60 0.143
H -2.12 -1.11 1.02 0.124
H 0.12 0.21 -0.62 0.147
H 2.04 -0.70 -0.39 0.175
H 2.01 -3.40 0.72 0.196
H 2.65 -3.12 -0.89 0.163
H 5.79 -3.14 -0.44 0.091
H 7.30 -2.07 -1.99 0.061
H 7.18 0.19 -2.31 -0.044
H 5.55 1.65 -1.47 0.007
H 4.69 2.43 0.62 0.140
H 2.82 2.25 0.94 0.025
```

Kohn-Sham gap	8.385	eV
molar mass	372.51	g/mol

=====

Stability summary - winner: <b>; margin: 29.3 kJ/mol.

=====

<a>
Formula: C3H5FO2
Source: OMol25
Level of theory: wB97M-V/def2-TZVPD

Structure (XYZ):
```
11
Properties=species:S:1:pos:R:3:lowdin_charge:R:1
C 0.35 -0.54 0.36 -0.292
C -0.67 0.18 -0.47 -0.273
C 0.39 0.92 0.33 -0.203
H 1.98 -1.56 0.13 0.109
H 0.08 -0.94 1.33 0.161
H -0.43 0.13 -1.51 0.156
H -2.35 -0.53 -0.44 0.104
H -0.02 1.53 1.14 0.156
O 1.31 -1.13 -0.40 0.034
O -1.99 0.31 -0.14 0.025
F 1.35 1.63 -0.34 0.022
```

Kohn-Sham gap	10.516	eV
molar mass	92.07	g/mol

=====

<b>
Formula: C3H5FO2
Source: OMol25
Level of theory: wB97M-V/def2-TZVPD

Structure (XYZ):
```
11
Properties=species:S:1:pos:R:3:lowdin_charge:R:1
C -0.71 -0.42 -0.61 -0.516
C 0.00 -1.31 0.33 -0.010
C -0.49 1.01 -0.69 0.265
O -1.54 -0.79 -1.43 0.115
O 1.49 1.14 1.03 -0.175
F 2.03 2.37 1.07 -0.188
H 0.18 -2.29 -0.04 0.079
H 0.90 -0.96 0.77 0.046
H -0.60 -1.67 1.25 0.136
H -1.18 1.57 0.01 0.128
H -0.09 1.34 -1.67 0.119
```

Kohn-Sham gap (spin up / spin down)	6.997 / 6.996	eV
molar mass	92.07	g/mol

=====

Stability summary - winner: <a>; margin: 588.1 kJ/mol.